Computed, not measured: C19H24N2O3 in the gas phase, with the ωB97M-V functional and the def2-TZVPD basis.

Last column: Mulliken charge in e.
Cartesian coordinates (Å):
1 O -3.262 -1.930 0.125  -0.684
2 C -3.054 -0.865 -0.416  0.578
3 C -1.820 -0.566 -1.258  -1.035
4 C -0.691 -1.559 -0.992  -0.468
5 C -0.081 -1.351 0.392  -0.448
6 C 0.931 -2.431 0.773  -0.994
7 C 2.173 -2.461 -0.122  -1.034
8 N 2.885 -1.201 -0.094  0.239
9 C 2.825 -0.263 -1.112  0.445
10 O 2.224 -0.399 -2.149  -0.663
11 C 3.653 0.878 -0.649  0.185
12 C 3.947 2.082 -1.253  -0.421
13 C 4.769 2.968 -0.563  -0.486
14 C 5.276 2.649 0.688  -0.448
15 C 4.980 1.433 1.296  -0.481
16 C 4.163 0.557 0.612  0.190
17 C 3.668 -0.794 0.976  0.334
18 O 3.879 -1.445 1.968  -0.633
19 N -3.918 0.175 -0.342  -0.230
20 C -5.180 0.113 0.360  0.053
21 C -6.366 0.398 -0.580  -0.897
22 C -6.742 1.852 -0.307  -0.584
23 C -6.550 1.969 1.202  -0.585
24 C -5.261 1.188 1.467  -0.871
25 H -1.479 0.453 -1.064  0.360
26 H -2.121 -0.627 -2.307  0.369
27 H -1.098 -2.570 -1.055  0.300
28 H 0.071 -1.433 -1.762  0.416
29 H 0.394 -0.366 0.437  0.174
30 H -0.884 -1.367 1.131  0.521
31 H 1.256 -2.271 1.804  0.406
32 H 0.452 -3.409 0.719  0.428
33 H 1.903 -2.654 -1.162  0.496
34 H 2.855 -3.240 0.230  0.368
35 H 3.551 2.322 -2.228  0.505
36 H 5.017 3.919 -1.009  0.394
37 H 5.912 3.357 1.198  0.395
38 H 5.371 1.177 2.268  0.493
39 H -3.706 1.032 -0.829  0.335
40 H -5.228 -0.899 0.769  0.458
41 H -6.101 0.214 -1.621  0.372
42 H -7.202 -0.252 -0.322  0.274
43 H -7.758 2.087 -0.621  0.368
44 H -6.058 2.527 -0.825  0.258
45 H -7.387 1.493 1.714  0.287
46 H -6.483 3.002 1.541  0.358
47 H -4.396 1.849 1.385  0.312
48 H -5.247 0.745 2.461  0.292

## Properties
SMILES string: O=C(CCCCCN1C(=O)c2ccccc2C1=O)NC1CCCC1

Computed, not measured: C19H24N2O4 in the gas phase at a distorted geometry, with the ωB97M-V functional and the def2-TZVPD basis.

Last column: Mulliken charge in e.
Cartesian coordinates (Å):
1 C -2.335 5.335 -3.454  -1.138
2 C -1.467 4.183 -4.241  -0.352
3 O -0.184 4.013 -3.922  -0.297
4 C -0.170 3.348 -2.732  0.452
5 O -1.211 2.814 -2.225  -0.595
6 C 1.468 3.202 -2.290  -0.796
7 C 1.578 2.527 -0.975  0.290
8 C 1.001 2.947 0.260  0.908
9 C 0.200 4.293 0.482  -1.451
10 N 1.252 2.425 1.557  -0.467
11 C 1.802 1.222 1.380  0.292
12 C 1.596 0.264 2.640  -1.125
13 C 1.126 -1.020 2.465  0.688
14 C 2.173 -2.256 2.584  -1.437
15 C 1.509 -3.357 2.352  -0.295
16 C 0.271 -3.617 1.872  0.474
17 O -0.139 -4.985 1.790  -0.340
18 C -1.619 -5.302 1.237  0.355
19 C -1.532 -6.714 1.742  -1.227
20 C -1.636 -4.957 -0.242  -1.220
21 C -0.667 -2.328 2.007  -1.226
22 C -0.078 -1.194 2.263  -0.158
23 N 2.106 0.460 0.127  0.206
24 C 2.147 1.216 -0.856  0.396
25 O 2.656 0.601 -2.016  -0.847
26 H -1.840 6.199 -3.472  0.376
27 H -3.354 5.371 -4.045  0.294
28 H -2.336 4.959 -2.519  0.374
29 H -1.901 3.238 -4.201  0.464
30 H -1.276 4.589 -5.336  0.236
31 H 1.877 4.315 -2.234  0.276
32 H 1.879 2.482 -2.945  0.498
33 H 0.857 5.334 0.055  0.203
34 H -0.649 4.392 -0.154  0.222
35 H 0.106 4.579 1.349  0.694
36 H 1.193 0.884 3.490  0.339
37 H 2.818 0.459 3.104  0.277
38 H 2.928 -1.958 2.924  1.102
39 H 2.325 -4.383 2.209  0.073
40 H -2.087 -4.624 2.131  0.302
41 H -1.608 -6.819 2.710  0.484
42 H -2.752 -7.054 1.410  0.260
43 H -0.834 -7.289 1.114  0.298
44 H -2.715 -5.187 -0.362  0.371
45 H -1.097 -5.559 -0.835  0.372
46 H -1.573 -3.875 -0.404  0.361
47 H -1.384 -2.638 1.624  1.091
48 H -0.864 -0.269 2.225  0.124
49 H 2.436 -0.268 0.357  -0.184

## Properties
SMILES string: CCOC(=O)Cc1c(C)nc(Cc2ccc(OC(C)C)cc2)[nH]c1=O

Computed, not measured: C19H24N2O4S in the gas phase at a distorted geometry, with the ωB97M-V functional and the def2-TZVPD basis.

Last column: Mulliken charge in e.
Cartesian coordinates (Å):
1 C 1.162 1.957 -0.119  -0.832
2 C 2.573 1.932 0.453  -0.585
3 O 2.998 0.597 0.731  -0.273
4 C 3.503 -0.107 -0.288  0.321
5 O 3.668 0.345 -1.391  -0.617
6 C 3.891 -1.521 0.123  0.351
7 C 3.739 -2.467 -1.070  -1.213
8 C 2.262 -2.627 -1.418  -0.422
9 N 1.519 -3.131 -0.275  0.014
10 C 0.154 -3.495 -0.616  -1.436
11 C -0.643 -2.413 -1.276  0.825
12 C -0.991 -2.307 -2.584  -0.800
13 N -1.661 -1.185 -2.950  -0.620
14 C -1.839 -0.393 -1.961  0.819
15 O -2.370 0.812 -2.089  -0.519
16 C -2.764 1.521 -0.966  -0.170
17 C -3.563 0.966 0.020  -0.306
18 C -3.960 1.729 1.105  -0.249
19 C -3.566 3.059 1.207  0.772
20 O -3.896 3.894 2.227  -0.445
21 C -4.703 3.401 3.270  -0.836
22 C -2.774 3.613 0.198  -0.549
23 C -2.375 2.854 -0.878  -0.604
24 S -1.188 -0.991 -0.422  -0.012
25 C 1.608 -2.231 0.859  -0.087
26 C 3.062 -2.060 1.287  -1.460
27 H 0.467 1.463 0.557  0.151
28 H 1.142 1.448 -1.081  0.304
29 H 0.842 2.985 -0.261  0.507
30 H 2.616 2.450 1.413  0.356
31 H 3.275 2.388 -0.252  0.341
32 H 4.947 -1.466 0.415  0.274
33 H 4.268 -2.065 -1.934  0.423
34 H 4.159 -3.439 -0.813  0.463
35 H 2.151 -3.345 -2.234  0.492
36 H 1.873 -1.656 -1.767  0.202
37 H -0.341 -3.822 0.303  0.386
38 H 0.199 -4.345 -1.306  0.475
39 H -0.786 -3.044 -3.339  0.431
40 H -3.887 -0.061 -0.058  0.540
41 H -4.582 1.271 1.857  0.393
42 H -4.832 4.234 3.960  0.234
43 H -5.683 3.081 2.903  0.342
44 H -4.220 2.570 3.794  0.336
45 H -2.484 4.648 0.285  0.435
46 H -1.767 3.275 -1.662  0.507
47 H 1.032 -2.665 1.681  0.464
48 H 1.187 -1.237 0.637  -0.074
49 H 3.112 -1.386 2.142  0.451
50 H 3.463 -3.032 1.579  0.503

## Properties
SMILES string: CCOC(=O)C1CCN(Cc2cnc(Oc3ccc(OC)cc3)s2)CC1

Calculated E_HOMO, -9.373; -8.263; -8.231 eV (same order as the records).
Calculated orbital gap, 9.01; 8.16; 8.74 eV (same order as the records).
Calculated energy relative to the best compared isomer or geometry (same formula, charge and spin), 0.277; 18.767; 1.841 eV (same order as the records).